Version a
# C23H22N2O3

One molecule with the formula C23H22N2O3 (wB97M-V/def2-TZVPD, the Open Molecules 2025 dataset).

Summary:
SMILES   COC(=O)[C@H](CNCc1cc(O)cc(C#N)c1)Cc1cccc2ccccc12

XYZ file:
```
50
C23H22N2O3 wB97M-V/def2-TZVPD
C 4.7077 2.2547 3.7209
O 3.7546 1.9072 2.7265
C 3.2622 0.6555 2.6734
O 3.5737 -0.2701 3.4251
C 2.2371 0.4708 1.5447
C 0.9535 -0.1706 2.1286
N -0.1620 0.1412 1.2473
C -1.3836 -0.5451 1.6564
C -2.5650 -0.3087 0.7132
C -3.7109 -1.0939 0.8763
C -4.8101 -0.9306 0.0395
O -5.9157 -1.7110 0.2205
C -4.7832 0.0208 -0.9769
C -3.6472 0.8179 -1.1569
C -3.6094 1.8121 -2.2225
N -3.5807 2.5995 -3.0707
C -2.5447 0.6521 -0.3109
C 2.8910 -0.2884 0.3402
C 1.9184 -0.9596 -0.6346
C 1.7148 -2.3388 -0.5587
C 0.8089 -2.9762 -1.3963
C 0.0820 -2.2508 -2.3334
C 0.2556 -0.8513 -2.4500
C -0.4865 -0.1014 -3.3961
C -0.3152 1.2754 -3.4964
C 0.5833 1.9348 -2.6684
C 1.3295 1.2282 -1.7295
C 1.1892 -0.1830 -1.5943
H 4.9887 3.3029 3.6178
H 4.3001 2.1100 4.7230
H 5.6115 1.6502 3.6278
H 1.9760 1.4765 1.2161
H 1.0931 -1.2504 2.2289
H 0.7328 0.2244 3.1246
H 0.0958 -0.1776 0.3136
H -1.2241 -1.6220 1.7509
H -1.6774 -0.1654 2.6375
H -3.7592 -1.8404 1.6546
H -6.6212 -1.4992 -0.3928
H -5.6398 0.1406 -1.6245
H -1.6649 1.2680 -0.4482
H 3.5501 0.3744 -0.2226
H 3.5639 -1.0680 0.7069
H 2.2576 -2.9265 0.1680
H 0.6664 -4.0443 -1.3151
H -0.6240 -2.7535 -2.9787
H -1.1937 -0.6050 -4.0391
H -0.8931 1.8397 -4.2158
H 0.6993 3.0060 -2.7539
H 2.0150 1.7690 -1.0959
```

=====

Version b
# C23H22N2O3

One molecule with the formula C23H22N2O3 (wB97M-V/def2-TZVPD, the Open Molecules 2025 dataset).

Summary:
SMILES   Cc1ccccc1NC(=O)c1cccc(N2C(=O)[C@@H]3[C@H]4CC[C@H](C4)[C@@H]3C2=O)c1

XYZ file:
```
50
C23H22N2O3 wB97M-V/def2-TZVPD
C 5.2369 0.7879 -1.5035
C 5.1597 -0.4991 -0.7487
C 6.2649 -1.3396 -0.6801
C 6.2114 -2.5619 -0.0371
C 5.0285 -2.9792 0.5490
C 3.9208 -2.1564 0.5052
C 3.9835 -0.9143 -0.1190
N 2.8103 -0.1272 -0.1346
C 2.7063 1.1581 0.3003
O 3.6518 1.8213 0.6756
C 1.3236 1.7338 0.2546
C 0.1605 0.9733 0.2901
C -1.0771 1.6026 0.2888
C -1.1669 2.9881 0.2388
C -0.0075 3.7416 0.1922
C 1.2273 3.1225 0.2098
H 2.1404 3.6977 0.1952
H -0.0728 4.8182 0.1540
H -2.1324 3.4672 0.2349
N -2.2606 0.8203 0.3469
C -2.4002 -0.2959 1.1612
O -1.5434 -0.7399 1.8783
C -3.7943 -0.8476 0.9654
H -4.2992 -0.9020 1.9307
C -4.4483 0.0703 -0.0685
C -3.3942 1.1004 -0.4085
O -3.4856 1.9913 -1.2088
H -5.3541 0.5788 0.2643
C -4.7290 -0.8712 -1.2550
H -4.8924 -0.3407 -2.1905
C -3.5259 -1.8132 -1.1954
H -3.6145 -2.6511 -1.8837
H -2.5723 -1.3138 -1.3619
C -3.7672 -2.2170 0.2597
H -3.0568 -2.9113 0.7038
C -5.2095 -2.7330 0.1998
H -5.6989 -2.6855 1.1714
H -5.2244 -3.7706 -0.1322
C -5.8722 -1.8050 -0.8408
H -6.7167 -1.2549 -0.4288
H -6.2286 -2.3700 -1.7015
H 0.1873 -0.1028 0.3627
H 1.9541 -0.6537 -0.2257
H 2.9941 -2.4676 0.9678
H 4.9695 -3.9378 1.0421
H 7.0865 -3.1935 -0.0031
H 7.1839 -1.0277 -1.1553
H 4.3608 0.9123 -2.1394
H 6.1323 0.8186 -2.1189
H 5.2555 1.6262 -0.8072
```

=====

version b is the most stable structure; the next one sits 199.7 kJ/mol above it.

=====

Version a
# C4H9O2S

An isolated ion of composition C4H9O2S and charge -1 (wB97M-V/def2-TZVPD, the Open Molecules 2025 dataset).

Summary:
Charge   -1
SMILES   C=[S@@](=O)([O-])C(C)C

XYZ file:
```
16
C4H9O2S wB97M-V/def2-TZVPD
C 2.1108 -1.5314 0.3303
C -1.2686 -0.8679 0.1023
C -0.8965 1.5724 -0.5508
C -0.4964 0.4579 0.2885
O 1.8355 0.8744 1.1649
O 1.6882 0.5471 -1.3155
S 1.3202 0.0673 0.0185
H 1.5929 -1.7289 1.3158
H 1.4755 -2.0779 -0.4176
H -0.8793 -1.3276 -0.7953
H -0.9520 -1.4275 1.0063
H -2.3714 -0.8801 0.0683
H -0.1417 2.3345 -0.4643
H -1.8411 2.1184 -0.5526
H -0.7366 1.1773 -1.5947
H -0.4394 0.6920 1.3960
```

=====

Version b
# C4H9O2S

A 2-piece molecular cluster, C4H9O2S overall (wB97M-V/def2-TZVPD, the Open Molecules 2025 dataset).

Summary:
Charge   -1

XYZ file:
```
16
C4H9O2S wB97M-V/def2-TZVPD
C -2.0436 -0.4978 1.3578
S -1.7727 -1.9442 2.4633
H -0.4502 -1.9995 2.2957
H -3.0896 -0.5600 1.0998
H -1.2434 -0.5581 0.6170
H -2.0445 0.4046 1.9764
C 0.5800 0.9455 -0.7796
C 2.0666 0.7729 -0.5290
C 0.1440 -0.2263 -1.7260
O -0.4937 -1.1757 -1.1972
O 0.5066 -0.1117 -2.9150
H -0.0152 0.9132 0.1192
H 0.4674 1.8537 -1.3768
H 2.5882 0.6977 -1.4479
H 2.2743 -0.1347 0.0514
H 2.5259 1.6204 -0.0092
```

=====

Version c
# C4H9O2S

A 2-piece molecular cluster, C4H9O2S overall (wB97M-V/def2-TZVPD, the Open Molecules 2025 dataset).

Summary:
Charge   -1

XYZ file:
```
16
C4H9O2S wB97M-V/def2-TZVPD
C 0.6488 -1.7286 1.1170
S -0.6662 -2.6807 -0.0069
H -0.9550 -1.4767 -0.4479
H 0.1544 -1.2454 2.0545
H 1.1707 -0.9395 0.5350
H 1.3574 -2.5358 1.5684
C 0.9631 1.0891 -0.6251
C 0.8485 1.8392 -2.0459
C -0.2275 1.4572 0.2975
O -0.4369 0.6439 1.2504
O -0.8156 2.5407 0.2217
H 0.9775 -0.0632 -0.5070
H 1.8036 1.5475 -0.1544
H 0.6947 3.0114 -2.0227
H 0.1724 1.5062 -2.6905
H 1.9071 1.6696 -2.4627
```

=====

version b is the most stable structure; the next one sits 160.1 kJ/mol above it.

=====

Version a
# C5H6S

One molecule with the formula C5H6S (wB97M-V/def2-TZVPD, the Open Molecules 2025 dataset).

Summary:
SMILES   C1=CSC=CC1

XYZ file:
```
12
C5H6S wB97M-V/def2-TZVPD
C 0.0510 -1.1211 0.3195
C 1.1837 -0.0676 0.6822
C 1.1277 1.1872 0.6218
C -1.3681 0.6755 -0.7002
C -1.0484 -0.6257 -0.6890
H 0.3880 -1.9377 -0.2675
H -0.4606 -1.5218 1.2243
H 2.0236 -0.3328 1.1022
H 2.0578 1.9245 0.8267
H -2.0249 1.0427 -1.5061
H -1.6575 -1.2549 -1.4962
S -0.2723 2.0316 -0.1177
```

=====

Version b
# C5H6S

One molecule with the formula C5H6S (wB97M-V/def2-TZVPD, the Open Molecules 2025 dataset).

Summary:
SMILES   CC#C[C@H]1CS1

XYZ file:
```
12
C5H6S wB97M-V/def2-TZVPD
C -2.2983 -0.2822 1.3064
C -0.9618 -0.2696 0.6036
C 0.0531 -0.1026 -0.0465
C 1.3696 -0.2609 -0.4075
C 1.8649 0.5032 -1.5118
H -3.0340 -0.6801 0.6196
H -2.2828 -0.9243 2.2515
H -2.6234 0.8248 1.4369
H 1.9232 -1.2070 -0.1384
H 1.0842 1.0759 -1.8851
H 2.5366 0.1577 -2.2916
S 2.3686 1.1651 0.0630
```

=====

version a is the most stable structure; the next one sits 30.5 kJ/mol above it.

=====

Version a
# C2H7OS

A 2-piece molecular cluster, C2H7OS overall (wB97M-V/def2-TZVPD, the Open Molecules 2025 dataset).

Summary:
Charge   -1

XYZ file:
```
11
C2H7OS wB97M-V/def2-TZVPD
O 2.0377 2.3854 0.4253
H 2.0393 2.6386 1.4099
C -1.0491 -0.5105 -0.9559
C -0.4880 -1.1517 0.3445
S 1.3297 -0.8580 0.7094
H -2.0191 -0.1939 -0.8709
H -0.5921 0.4004 -1.1844
H -0.9079 -1.1909 -1.7411
H -0.7974 -2.2252 0.2027
H -1.0864 -0.6024 1.0709
H 1.5332 1.3081 0.5897
```

=====

Version b
# C2H7OS

A 2-piece molecular cluster, C2H7OS overall (wB97M-V/def2-TZVPD, the Open Molecules 2025 dataset).

Summary:
Charge   -1

XYZ file:
```
11
C2H7OS wB97M-V/def2-TZVPD
O -0.0281 1.9303 -3.8580
H 0.8125 1.5320 -3.5334
C -0.4037 -1.0621 1.8449
C 0.4507 -0.3017 0.8305
S -0.5958 1.0564 0.0985
H 0.1198 -1.9202 2.3289
H -0.6639 -0.4225 2.6825
H -1.3169 -1.5389 1.4209
H 0.7365 -0.9296 -0.0686
H 1.2693 0.2142 1.3356
H -0.3804 1.4420 -3.0820
```

=====

Version c
# C2H7OS

A 2-piece molecular cluster, C2H7OS overall (wB97M-V/def2-TZVPD, the Open Molecules 2025 dataset).

Summary:
Charge   -1

XYZ file:
```
11
C2H7OS wB97M-V/def2-TZVPD
C 1.2697 -0.0258 -0.4708
S 1.3186 -0.4020 1.3086
H 1.1383 -0.9110 -1.0839
H 2.1894 0.4942 -0.7194
H 0.4099 0.6194 -0.6845
H -0.0018 -0.5660 1.4335
C -2.2266 0.3130 -0.5598
O -1.4786 0.5335 -1.6535
H -1.6405 0.2098 0.4055
H -2.8555 -0.6110 -0.5961
H -2.9504 1.1365 -0.2992
```

=====

Version d
# C2H7OS

A 2-piece molecular cluster, C2H7OS overall (wB97M-V/def2-TZVPD, the Open Molecules 2025 dataset).

Summary:
Charge   -1

XYZ file:
```
11
C2H7OS wB97M-V/def2-TZVPD
S 0.4813 2.3511 0.5671
H 1.1655 1.5797 -0.4279
C 0.2527 -1.7019 -0.1678
O -0.4476 -0.5984 0.5144
C -0.7869 -2.2668 -1.2743
H 1.1629 -1.2523 -0.5395
H 0.3939 -2.5525 0.5808
H -0.3076 0.3464 0.5785
H -0.7716 -1.5047 -2.0816
H -0.7472 -3.2714 -1.7964
H -1.8103 -2.3638 -0.8511
```

=====

version b is the most stable structure; the next one sits 40.2 kJ/mol above it.

=====

Version a
# C6H10BrN3

One molecule with the formula C6H10BrN3 (wB97M-V/def2-TZVPD, the Open Molecules 2025 dataset).

XYZ file:
```
20
C6H10BrN3 wB97M-V/def2-TZVPD
C -0.2997 -1.6497 -0.2389
C -0.8890 -1.6071 1.0372
C 0.1366 0.4377 0.0157
C -1.6044 -2.8320 1.6043
C 0.9985 0.9623 -2.0500
C 1.2546 2.6370 -0.2026
N -0.7490 -0.5953 1.8466
N -0.1930 0.4433 1.2715
N 0.8745 1.3033 -0.6877
Br -1.0098 -2.0258 -1.8859
H -2.4480 -2.8709 0.8734
H -1.0778 -3.8337 1.5252
H -1.8596 -2.5265 2.6452
H 1.9161 0.4911 -2.3183
H 0.3346 0.0611 -2.3389
H 0.8165 1.5318 -2.8495
H 0.5308 3.2881 -0.5563
H 1.0736 2.6258 0.9244
H 2.3226 2.8974 -0.5040
H -0.1280 1.2621 1.8885
```

=====

Version b
# C6H10BrN3

One molecule with the formula C6H10BrN3 (wB97M-V/def2-TZVPD, the Open Molecules 2025 dataset).

XYZ file:
```
20
C6H10BrN3 wB97M-V/def2-TZVPD
C 0.9682 -1.8521 0.3304
C 0.3336 0.0386 -0.5759
C -0.3377 -2.1016 0.6942
C 1.4312 2.2601 -0.2114
C -1.8258 1.0358 -0.0543
C 1.0389 1.1607 -1.2049
N -1.2415 -1.1065 0.6533
N -0.8282 -0.0205 -0.0139
N -0.7723 -3.2761 1.2614
Br 2.1925 -2.9092 -0.5628
H 1.9200 3.0770 -0.7397
H 2.1171 1.8694 0.5366
H 0.5542 2.6565 0.2957
H -1.6274 1.7714 0.7264
H -1.8080 1.5273 -1.0259
H -2.7969 0.5804 0.1243
H 1.9339 0.7828 -1.7019
H 0.3858 1.5892 -1.9760
H -0.0617 -3.9116 1.5848
H -1.5760 -3.1715 1.8599
```

=====

version b is the most stable structure; the next one sits 132.6 kJ/mol above it.

=====

Version a
# C3H10Si2

A 2-piece molecular cluster, C3H10Si2 overall (wB97M-V/def2-TZVPD, the Open Molecules 2025 dataset).

XYZ file:
```
15
C3H10Si2 wB97M-V/def2-TZVPD
C -0.8587 1.3212 -0.0939
C 0.8031 -0.2752 0.0409
C -2.2909 1.0177 0.2978
Si 2.5002 0.3918 -0.1798
Si 0.0142 -1.8996 -0.1577
H -0.3756 2.3464 -0.2364
H -2.4968 -0.0643 0.2661
H -2.5037 1.3364 1.3844
H -3.0060 1.5126 -0.4625
H 3.1930 -0.2413 1.0455
H 2.5386 1.7924 -0.1273
H 3.0800 0.0173 -1.5786
H -0.2756 -2.4647 -1.3902
H 0.9058 -2.7960 0.4236
H -1.2276 -1.9946 0.7681
```

=====

Version b
# C3H10Si2

A 2-piece molecular cluster, C3H10Si2 overall (wB97M-V/def2-TZVPD, the Open Molecules 2025 dataset).

XYZ file:
```
15
C3H10Si2 wB97M-V/def2-TZVPD
C -0.5166 1.9883 0.4217
C -0.7927 0.8739 -0.2768
C -2.5258 -1.3669 -0.1649
Si 2.8827 -0.4549 0.0781
Si -0.7473 -0.9117 0.4024
H -0.6551 2.9082 0.0310
H -0.1888 2.0764 1.4900
H -1.0491 1.0999 -1.2413
H -2.4457 -2.1917 -0.9415
H -3.0672 -1.6933 0.7261
H -3.0403 -0.4600 -0.6046
H 4.3404 -0.5387 -0.5334
H 2.0028 -0.5810 -1.0005
H 2.7548 0.8757 0.6295
H 3.0478 -1.6243 0.9845
```

=====

version b is the most stable structure; the next one sits 356.5 kJ/mol above it.

=====

Version a
# C3H7N

One molecule with the formula C3H7N (wB97M-V/def2-TZVPD, the Open Molecules 2025 dataset).

Summary:
SMILES   C=CCN

XYZ file:
```
11
C3H7N wB97M-V/def2-TZVPD
N 0.8238 -1.4383 -0.3712
C 0.3663 -0.1537 -0.9522
C -0.8481 0.5484 1.0614
C -0.0689 0.8737 -0.0457
H 1.6107 -1.1090 0.2424
H 0.0244 -1.4600 0.2949
H 1.2110 0.2563 -1.4950
H -0.5104 -0.3568 -1.5831
H -1.5857 1.2275 1.3356
H -0.9338 -0.3325 1.7551
H -0.0892 1.9444 -0.2422
```

=====

Version b
# C3H7N

One molecule with the formula C3H7N (wB97M-V/def2-TZVPD, the Open Molecules 2025 dataset).

Summary:
SMILES   C1CNC1

XYZ file:
```
11
C3H7N wB97M-V/def2-TZVPD
C -0.9454 0.0995 -0.5163
C 0.2696 -0.8845 -0.6090
C -0.2389 0.7174 0.7662
H -1.9287 -0.2752 -0.3772
H -0.8771 0.8126 -1.3585
H 0.7376 -1.0367 -1.5451
H 0.0227 -1.7227 -0.0461
H 1.5466 -0.2705 1.0371
H -0.7007 0.1933 1.5978
H -0.2483 1.7421 0.9760
N 0.9909 0.1375 0.2671
```

=====

version b is the most stable structure; the next one sits 61.2 kJ/mol above it.

=====

Version a
# C3H7N

A 2-piece molecular cluster, C3H7N overall (wB97M-V/def2-TZVPD, the Open Molecules 2025 dataset).

Summary:
SMILES   C#C.CN

XYZ file:
```
11
C3H7N wB97M-V/def2-TZVPD
C 1.6901 0.8603 -0.0107
C 2.2322 -0.1967 -0.1583
C -0.6187 -0.4685 0.1343
H 1.1955 1.8198 0.1084
H 2.4923 -1.2608 -0.2767
H -2.4309 -0.0147 -0.8685
H -2.2346 0.8475 0.6566
H 0.3209 0.1167 0.2762
H -0.6330 -1.0548 1.1492
H -0.3279 -1.1006 -0.7804
N -1.6860 0.4518 -0.2300
```

=====

Version b
# C3H7N

One molecule with the formula C3H7N (wB97M-V/def2-TZVPD, the Open Molecules 2025 dataset).

Summary:
SMILES   C=CCN

XYZ file:
```
11
C3H7N wB97M-V/def2-TZVPD
N 0.8420 1.2250 -1.1466
C 0.7325 0.2802 -0.0170
C -1.1161 -0.9459 1.1799
C -0.6314 -0.3066 0.1335
H 0.0086 1.2076 -1.7212
H 1.5816 0.9557 -1.7845
H 1.0276 0.8356 0.8780
H 1.4925 -0.4928 -0.1016
H -2.0920 -1.4178 1.2174
H -0.6522 -1.0302 2.1592
H -1.1932 -0.3107 -0.7970
```

=====

version b is the most stable structure; the next one sits 310.7 kJ/mol above it.